Entry 1:
This record from the Open Molecules 2025 dataset describes 2 unconnected molecules or ions with the total composition ClH3NO2P at a distorted geometry. The level of theory is ωB97M-V/def2-TZVPD.

Atoms and positions in Å:
N 0.22 0.03 -0.27
O 0.91 0.51 -1.33
H -0.12 -0.85 -0.64
H -0.49 0.66 -0.01
H 0.74 0.02 0.70
O 2.18 0.58 1.26
P 3.00 0.95 0.06
Cl 4.00 -0.80 -0.37

Properties
F_max = 2.4 eV/A
Total energy = -27443.769 eV
SMILES string = [NH3+][O-].O=PCl
2S+1 = 1
Orbital gap = 9.808 eV
Relative energy (zero: lowest compared OMol25 entry of this formula, charge and spin) = 71.0 kcal per mole

Entry 2:
This record from the Open Molecules 2025 dataset describes 14 unconnected molecules or ions with the total composition C68H192N34O10P10 at a distorted geometry. The level of theory is ωB97M-V/def2-TZVPD.

Atoms and positions in Å:
O -1.84 0.50 -6.43
P -0.50 0.36 -5.73
N -0.56 0.94 -4.08
C -1.20 2.19 -3.78
C 0.07 0.36 -2.92
N 0.79 1.21 -6.45
C 0.77 1.56 -7.89
C 2.02 1.37 -5.81
N -0.01 -1.28 -5.62
C -0.93 -2.40 -5.36
C 1.23 -1.74 -6.22
H -0.40 2.92 -3.68
H -1.75 2.38 -2.86
H -1.67 2.54 -4.70
H -0.53 0.23 -2.02
H 0.81 1.08 -2.57
H 0.47 -0.63 -3.16
H -0.18 1.33 -8.37
H 0.78 2.65 -7.93
H 1.52 1.07 -8.51
H 2.49 2.35 -5.93
H 2.01 1.08 -4.76
H 2.78 0.73 -6.25
H -1.57 -2.45 -6.24
H -0.36 -3.33 -5.29
H -1.42 -2.34 -4.40
H 1.09 -1.82 -7.29
H 1.39 -2.78 -5.92
H 2.08 -1.12 -5.94
O -2.14 -1.24 10.61
P -1.70 -1.54 9.23
N -2.82 -1.26 8.03
C -2.82 -1.81 6.68
C -3.60 0.04 8.18
N -1.30 -3.20 9.11
C -2.41 -4.17 9.01
C -0.10 -3.78 9.74
N -0.29 -0.79 8.60
C 0.06 0.59 8.83
C 0.43 -1.23 7.38
H -2.41 -1.06 5.99
H -3.81 -2.04 6.30
H -2.18 -2.69 6.66
H -4.48 -0.04 7.55
H -3.01 0.85 7.76
H -3.92 0.22 9.21
H -2.67 -4.61 9.97
H -3.37 -3.80 8.66
H -2.17 -5.02 8.39
H 0.12 -4.74 9.27
H 0.76 -3.12 9.78
H -0.43 -3.98 10.76
H -0.34 1.28 8.09
H -0.26 0.84 9.84
H 1.14 0.74 8.76
H 1.40 -0.75 7.27
H -0.18 -0.98 6.51
H 0.49 -2.32 7.42
O 6.92 3.06 -1.73
P 6.58 2.23 -2.94
N 6.34 3.15 -4.39
C 6.79 4.58 -4.47
C 6.12 2.59 -5.71
N 5.16 1.16 -2.95
C 3.92 1.88 -2.67
C 5.25 -0.15 -2.34
N 7.87 1.27 -3.47
C 9.24 1.77 -3.20
C 7.71 0.20 -4.42
H 7.81 4.80 -4.77
H 6.80 5.01 -3.47
H 6.07 5.21 -5.00
H 7.04 2.61 -6.28
H 5.35 3.06 -6.32
H 5.91 1.52 -5.67
H 3.94 2.33 -1.67
H 3.79 2.65 -3.43
H 3.13 1.13 -2.69
H 4.31 -0.70 -2.31
H 5.94 -0.81 -2.86
H 5.60 0.02 -1.32
H 10.01 1.00 -3.19
H 9.49 2.54 -3.93
H 9.28 2.28 -2.23
H 8.33 0.43 -5.29
H 6.72 -0.09 -4.77
H 8.17 -0.67 -3.96
O -7.66 -1.48 -2.59
P -6.23 -1.80 -2.82
N -5.19 -0.44 -2.79
C -3.68 -0.50 -2.77
C -5.68 0.92 -2.77
N -5.94 -2.48 -4.33
C -7.06 -2.49 -5.34
C -4.67 -2.89 -4.89
N -5.61 -3.04 -1.87
C -6.17 -4.39 -1.93
C -5.40 -2.57 -0.46
H -3.20 -0.10 -1.88
H -3.33 0.01 -3.67
H -3.33 -1.52 -2.93
H -6.20 1.06 -1.83
H -6.36 0.98 -3.62
H -4.93 1.67 -3.01
H -6.64 -2.78 -6.31
H -7.95 -3.02 -5.01
H -7.48 -1.49 -5.47
H -4.23 -1.98 -5.32
H -3.97 -3.08 -4.08
H -4.73 -3.69 -5.62
H -6.26 -4.71 -2.97
H -5.60 -5.11 -1.35
H -7.13 -4.33 -1.42
H -6.34 -2.16 -0.08
H -4.57 -1.88 -0.30
H -5.15 -3.37 0.23
O -3.03 -6.58 -4.05
P -1.91 -6.90 -3.12
N -0.54 -7.51 -3.95
C -0.04 -6.68 -5.06
C 0.54 -8.08 -3.17
N -2.21 -8.07 -1.94
C -2.83 -7.71 -0.68
C -2.60 -9.39 -2.40
N -1.35 -5.55 -2.15
C -2.16 -4.29 -2.05
C -0.32 -5.63 -1.11
H 0.78 -6.05 -4.74
H -0.85 -6.11 -5.51
H 0.38 -7.30 -5.85
H 0.24 -8.83 -2.44
H 1.11 -7.28 -2.68
H 1.19 -8.68 -3.81
H -3.91 -7.72 -0.81
H -2.65 -8.44 0.12
H -2.57 -6.70 -0.37
H -2.74 -10.11 -1.59
H -3.48 -9.23 -3.03
H -1.77 -9.78 -2.99
H -1.54 -3.45 -1.73
H -2.67 -4.09 -2.99
H -2.91 -4.45 -1.27
H -0.05 -6.66 -0.89
H -0.63 -5.25 -0.14
H 0.50 -4.96 -1.37
O 2.78 7.53 2.84
P 2.90 6.08 2.62
N 1.53 5.29 1.82
C 0.25 5.35 2.53
C 1.42 5.50 0.36
N 3.08 5.17 4.08
C 3.92 5.72 5.18
C 2.61 3.81 4.28
N 4.32 5.60 1.71
C 4.83 4.24 1.63
C 4.86 6.65 0.82
H 0.08 6.41 2.74
H 0.20 4.68 3.39
H -0.53 4.94 1.89
H 2.14 4.86 -0.16
H 1.57 6.57 0.19
H 0.45 5.33 -0.08
H 4.08 6.78 5.00
H 3.66 5.40 6.19
H 4.90 5.26 5.08
H 1.61 3.75 4.72
H 2.43 3.17 3.42
H 3.30 3.35 4.99
H 4.06 3.46 1.59
H 5.34 4.01 0.70
H 5.42 4.07 2.53
H 5.83 7.03 1.13
H 4.17 7.49 0.88
H 4.87 6.25 -0.20
O -5.72 2.10 5.36
P -4.94 3.39 5.47
N -3.23 3.30 5.11
C -2.14 3.31 6.09
C -2.85 2.76 3.86
N -5.09 4.20 7.03
C -4.73 5.61 7.25
C -5.37 3.40 8.20
N -5.43 4.52 4.27
C -6.67 4.34 3.50
C -4.75 5.84 4.06
H -1.22 3.63 5.60
H -2.07 2.30 6.49
H -2.41 4.02 6.87
H -2.56 1.70 3.84
H -2.10 3.34 3.33
H -3.69 2.83 3.17
H -3.96 5.69 8.01
H -4.19 5.96 6.37
H -5.58 6.25 7.48
H -6.24 2.75 8.13
H -4.49 2.83 8.49
H -5.64 3.99 9.08
H -7.50 3.81 3.95
H -7.03 5.33 3.22
H -6.48 3.89 2.53
H -5.18 6.59 4.73
H -4.88 6.29 3.07
H -3.68 5.79 4.26
O 2.39 -4.75 -6.65
P 3.74 -4.92 -6.02
N 4.37 -6.52 -6.04
C 4.05 -7.52 -4.97
C 4.91 -7.09 -7.28
N 3.85 -4.44 -4.31
C 2.77 -3.66 -3.71
C 5.02 -4.75 -3.45
N 4.92 -3.89 -6.76
C 4.56 -2.65 -7.41
C 6.32 -3.96 -6.50
H 3.65 -6.95 -4.13
H 4.89 -8.12 -4.62
H 3.30 -8.24 -5.32
H 4.92 -6.31 -8.04
H 4.33 -7.95 -7.63
H 5.94 -7.39 -7.13
H 2.77 -2.67 -4.16
H 1.75 -4.02 -3.89
H 2.89 -3.49 -2.64
H 5.76 -4.00 -3.73
H 4.81 -4.65 -2.39
H 5.32 -5.78 -3.65
H 5.16 -2.60 -8.32
H 3.51 -2.71 -7.70
H 4.69 -1.79 -6.76
H 6.61 -4.81 -5.88
H 6.64 -3.07 -5.96
H 6.79 -4.15 -7.46
O -2.37 7.23 1.24
P -3.32 7.09 0.09
N -3.79 5.52 -0.42
C -2.85 4.74 -1.25
C -4.58 4.58 0.45
N -2.75 7.87 -1.33
C -1.66 8.86 -1.15
C -3.60 8.01 -2.52
N -4.87 7.80 0.42
C -5.99 7.78 -0.54
C -4.98 8.71 1.52
H -2.55 5.24 -2.17
H -3.33 3.82 -1.58
H -1.99 4.46 -0.64
H -3.98 4.46 1.36
H -4.68 3.67 -0.15
H -5.59 4.95 0.62
H -0.86 8.39 -0.58
H -1.20 9.30 -2.03
H -2.03 9.64 -0.48
H -2.90 8.03 -3.35
H -4.15 7.11 -2.78
H -4.18 8.94 -2.55
H -5.92 8.43 -1.42
H -6.14 6.72 -0.74
H -6.86 8.02 0.08
H -4.45 8.16 2.31
H -6.02 8.80 1.85
H -4.51 9.66 1.31
O -1.21 -1.34 0.54
P -0.01 -0.57 0.82
N 0.43 -0.66 2.54
C -0.59 -0.61 3.57
C 1.77 -0.81 3.05
N -0.24 1.07 0.58
C -1.57 1.56 0.20
C 0.79 2.09 0.74
N 1.39 -1.18 0.02
C 2.56 -0.38 -0.25
C 1.42 -2.53 -0.35
H -0.81 -1.60 3.98
H -1.55 -0.28 3.17
H -0.25 0.07 4.35
H 1.81 -1.00 4.13
H 2.27 0.12 2.79
H 2.17 -1.73 2.63
H -1.88 2.29 0.95
H -1.44 2.18 -0.68
H -2.30 0.77 0.02
H 1.39 1.97 1.64
H 1.43 1.84 -0.10
H 0.36 3.09 0.75
H 2.46 0.25 -1.14
H 2.83 0.19 0.64
H 3.44 -1.03 -0.32
H 2.44 -2.89 -0.49
H 0.73 -2.58 -1.19
H 0.96 -3.13 0.44
C 1.90 -4.71 7.07
C 2.76 -3.81 6.27
N 3.38 -3.02 5.62
H 2.03 -4.42 8.11
H 2.16 -5.76 6.94
H 0.88 -4.52 6.73
C -1.72 -4.54 2.52
C -2.95 -5.18 2.27
N -3.94 -5.78 2.08
H -1.70 -4.38 3.60
H -1.58 -3.58 2.02
H -0.89 -5.22 2.31
C 3.30 -4.74 2.60
C 2.01 -5.10 3.22
N 1.04 -5.39 3.76
H 3.13 -4.47 1.56
H 3.86 -5.68 2.55
H 3.88 -4.04 3.19
C 5.36 -0.02 3.79
C 5.56 -0.30 2.36
N 5.71 -0.52 1.24
H 5.63 -0.92 4.34
H 4.30 0.24 3.86
H 6.03 0.77 4.12

Properties
F_max = 4.6 eV/A
Total energy = -237663.298 eV
2S+1 = 1
Orbital gap = 7.431 eV

| no. | highest occupied orbital energy (eV) |
| --- | --- |
| 1 | -9.844 |
| 2 | -7.497 |